[1]
Here is a cluster of 4 separate species, C44H84BrF3N3O7 in total from the Open Molecules 2025 dataset. Energies are from ωB97M-V/def2-TZVPD.

Each line ends with the Löwdin charge.
Element x y z (Å)
C1 2.6175 3.6889 0.5503  -0.109
C2 2.5836 2.3184 -0.1312  -0.250
C3 1.7237 2.2767 -1.3986  -0.199
C4 0.2895 2.8026 -1.2557  -0.114
C5 -0.8091 1.7475 -1.1031  -0.447
C6 -2.1633 2.4577 -0.9674  -0.093
C7 -2.2239 3.4299 0.2065  -0.164
O1 -3.5861 3.4329 0.6595  -0.019
C8 -3.9789 4.4407 1.4891  -0.496
O2 -5.0195 5.0032 1.2943  0.130
C9 -3.0850 4.7500 2.6746  -0.151
C10 -2.5915 6.2027 2.6679  -0.076
C11 -0.6028 0.8026 0.1077  -0.137
C12 -0.6685 -0.6895 -0.1830  -0.663
C13 -0.9866 -1.5229 1.0563  -0.120
Br1 1.0231 -1.3118 -0.9495  0.787
O3 -0.7449 0.9534 -2.2918  -0.141
C14 -1.9023 0.7013 -3.0487  -0.182
C15 -1.6029 -0.4857 -3.9480  -0.143
O4 -2.0694 -1.7073 -3.3752  -0.127
C16 -3.4132 -1.9955 -3.6283  -0.105
C17 -4.0959 -2.4896 -2.3568  -0.570
F1 -5.0925 -3.3464 -2.6685  0.130
F2 -3.2554 -3.1117 -1.5193  0.148
F3 -4.6552 -1.4635 -1.6636  0.112
H1 1.7957 3.8165 1.2618  0.065
H2 2.5335 4.4974 -0.1831  0.071
H3 3.5482 3.8256 1.1020  0.056
H4 3.6033 2.0399 -0.4112  0.101
H5 2.2638 1.5575 0.5877  0.088
H6 2.2366 2.8827 -2.1528  0.112
H7 1.6968 1.2570 -1.7926  0.059
H8 0.0298 3.3648 -2.1591  0.130
H9 0.2320 3.5118 -0.4244  0.103
H10 -2.3798 3.0138 -1.8845  0.131
H11 -2.9698 1.7330 -0.8238  0.117
H12 -1.5426 3.1392 1.0118  0.116
H13 -1.9538 4.4396 -0.1143  0.140
H14 -3.6923 4.5624 3.5629  0.122
H15 -2.2441 4.0574 2.7116  0.101
H16 -3.3440 6.8533 2.2203  0.078
H17 -1.6683 6.3049 2.0951  0.073
H18 -2.4094 6.5552 3.6827  0.073
H19 -1.3895 0.9987 0.8448  0.114
H20 0.3485 1.0142 0.6044  0.103
H21 -1.4027 -0.8998 -0.9588  0.070
H22 -1.6313 -0.9558 1.7309  0.059
H23 -0.0841 -1.8341 1.5821  0.067
H24 -1.5272 -2.4283 0.7768  0.071
H25 -2.7486 0.4171 -2.4073  0.121
H26 -2.1943 1.5847 -3.6328  0.132
H27 -2.0508 -0.3413 -4.9368  0.127
H28 -0.5243 -0.6008 -4.0533  0.134
H29 -3.5226 -2.7701 -4.3948  0.144
H30 -3.9707 -1.1079 -3.9455  0.143
C18 2.0603 -8.4764 -2.7827  -0.030
C19 1.4394 -8.2344 -1.4045  -0.492
C20 0.1673 -9.0698 -1.2107  -0.133
C21 -1.0275 -8.5543 -2.0096  -0.174
C22 -1.2930 -7.0826 -1.7015  -0.129
C23 -0.0702 -6.1870 -1.9283  -0.479
N1 1.0908 -6.7901 -1.1880  -0.111
O5 1.1674 -6.4254 0.0302  -0.022
C24 0.2178 -6.0191 -3.4264  -0.026
C25 -0.3149 -4.7964 -1.3581  -0.057
C26 2.4831 -8.6218 -0.3631  -0.045
H31 1.3829 -8.3044 -3.6104  0.054
H32 2.9371 -7.8418 -2.9192  0.094
H33 2.3812 -9.5175 -2.8390  0.087
H34 -0.0884 -9.0653 -0.1469  0.124
H35 0.3959 -10.1043 -1.4804  0.122
H36 -0.8634 -8.7021 -3.0806  0.102
H37 -1.9114 -9.1419 -1.7541  0.111
H38 -2.1140 -6.6978 -2.3124  0.124
H39 -1.5998 -6.9878 -0.6554  0.126
H40 1.2283 -5.6412 -3.5858  0.095
H41 -0.4829 -5.2876 -3.8298  0.083
H42 0.0918 -6.9300 -4.0040  0.058
H43 -0.5998 -4.8316 -0.3099  0.081
H44 -1.1223 -4.3235 -1.9231  0.072
H45 0.5689 -4.1655 -1.4450  0.045
H46 3.3496 -7.9631 -0.4197  0.091
H47 2.8078 -9.6446 -0.5657  0.088
H48 2.0849 -8.5722 0.6460  0.079
C27 7.0466 6.3267 -1.8613  -0.028
C28 6.8787 5.6831 -0.4827  -0.487
C29 8.0049 6.1004 0.4713  -0.132
C30 9.3452 5.4414 0.1577  -0.173
C31 9.2066 3.9220 0.1168  -0.132
C32 8.1320 3.4393 -0.8634  -0.487
N2 6.8586 4.1823 -0.5604  -0.104
O6 6.1537 3.6325 0.3475  -0.034
C33 8.5837 3.6290 -2.3164  -0.031
C34 7.8563 1.9536 -0.6580  -0.042
C35 5.5319 6.1379 0.0677  -0.043
H49 8.0058 6.1355 -2.3271  0.055
H50 6.2621 5.9836 -2.5374  0.094
H51 6.9519 7.4077 -1.7509  0.089
H52 7.7085 5.8350 1.4906  0.125
H53 8.0919 7.1894 0.4368  0.123
H54 9.7461 5.8192 -0.7867  0.104
H55 10.0696 5.7164 0.9264  0.113
H56 10.1542 3.4518 -0.1592  0.125
H57 8.9481 3.5616 1.1171  0.126
H58 7.7343 3.5684 -2.9976  0.095
H59 9.2778 2.8272 -2.5692  0.086
H60 9.1057 4.5640 -2.4944  0.059
H61 7.5957 1.7295 0.3717  0.079
H62 8.7565 1.3965 -0.9233  0.087
H63 7.0388 1.6189 -1.2973  0.093
H64 4.7141 5.7545 -0.5424  0.081
H65 5.5028 7.2292 0.0456  0.090
H66 5.3777 5.8034 1.0895  0.079
C36 -6.8923 -1.8575 4.5782  -0.028
C37 -5.5092 -1.2381 4.3652  -0.488
C38 -5.3490 0.0679 5.1548  -0.130
C39 -6.1248 1.2414 4.5617  -0.168
C40 -5.7641 1.4485 3.0930  -0.129
C41 -5.9627 0.1895 2.2416  -0.474
N3 -5.2369 -0.9440 2.9159  -0.099
O7 -3.9989 -0.9948 2.6224  -0.034
C42 -7.4526 -0.1088 2.0353  -0.026
C43 -5.3479 0.3892 0.8646  -0.039
C44 -4.4786 -2.2602 4.8323  -0.043
H67 -7.7163 -1.1932 4.3492  0.055
H68 -7.0000 -2.7593 3.9739  0.094
H69 -6.9865 -2.1381 5.6279  0.088
H70 -4.2850 0.3231 5.1808  0.123
H71 -5.6580 -0.1194 6.1863  0.123
H72 -7.2008 1.0854 4.6758  0.105
H73 -5.8898 2.1482 5.1225  0.111
H74 -6.3587 2.2540 2.6539  0.129
H75 -4.7134 1.7497 3.0197  0.119
H76 -7.5991 -1.1334 1.6917  0.096
H77 -7.8342 0.5638 1.2670  0.088
H78 -8.0588 0.0503 2.9214  0.059
H79 -4.3013 0.6760 0.9212  0.063
H80 -5.8914 1.1953 0.3679  0.097
H81 -5.4298 -0.5111 0.2540  0.076
H82 -4.5062 -3.1526 4.2069  0.092
H83 -4.7188 -2.5462 5.8583  0.089
H84 -3.4699 -1.8592 4.8067  0.079

HOMO level (alpha / beta), eV: -7.60 / -8.89
Charge: 0
Multiplicity: 4
HOMO-LUMO gap (alpha / beta), eV: 8.23 / 9.48

[2]
Here is a structure of composition C29H15Cl5N7OSeTa from the Open Molecules 2025 dataset. Energies are from ωB97M-V/def2-TZVPD.

Each line ends with the Löwdin charge.
Element x y z (Å)
Ta1 0.6160 -12.5913 -13.1289  1.900
C1 4.7556 -16.0758 -14.3585  0.013
C2 3.6841 -15.7774 -15.2005  -0.021
C3 2.5266 -15.2151 -14.7030  -0.011
C4 2.4004 -15.0906 -13.2605  -0.276
C5 3.4730 -15.4880 -12.4430  -0.012
C6 4.6369 -16.0058 -12.9857  -0.009
N1 1.2112 -14.6425 -12.6767  -0.156
N2 0.7767 -15.2164 -11.6484  0.197
C7 -0.3339 -14.5596 -11.0862  -0.292
C8 -1.0088 -15.2414 -10.1266  0.098
C9 -2.0723 -14.5467 -9.5932  0.081
C10 -2.4125 -13.2881 -10.0649  0.034
C11 -1.7129 -12.6958 -11.0635  -0.054
N3 -0.6090 -13.3413 -11.5770  -0.068
H1 5.7445 -16.4323 -14.7471  0.162
H2 3.6728 -15.8657 -16.2956  0.142
H3 1.6869 -14.9921 -15.3271  0.103
H4 3.4477 -15.5409 -11.3762  0.121
H5 5.4555 -16.3405 -12.3152  0.156
H6 -0.6259 -16.1548 -9.7342  0.154
H7 -2.6421 -14.9759 -8.7918  0.154
H8 -3.2581 -12.8068 -9.6628  0.138
H9 -1.9873 -11.7312 -11.4454  0.128
Se1 -2.3213 -11.5373 -20.2708  1.366
N4 -3.0539 -11.8872 -18.7037  -0.175
C12 -2.0912 -11.8127 -17.8376  -0.348
C13 -2.3035 -12.2115 -16.4614  -0.035
C14 -3.5031 -12.7970 -16.0285  0.107
C15 -3.6022 -13.3970 -14.7893  0.058
C16 -2.4507 -13.3544 -13.9804  -0.075
N5 -1.2829 -12.8167 -14.3415  -0.013
C17 -1.2120 -12.2567 -15.6067  -0.133
C18 0.0754 -11.8600 -16.0648  -0.120
N6 1.1057 -12.0392 -15.1844  -0.071
C19 2.3522 -11.6960 -15.5233  -0.089
C20 2.6798 -11.3743 -16.8314  0.041
C21 1.6473 -11.2562 -17.7813  0.111
C22 0.3207 -11.4462 -17.3969  -0.044
C23 -0.7815 -11.4814 -18.3009  -0.357
N7 -0.7182 -11.2824 -19.5658  -0.174
H10 -4.3536 -12.7655 -16.6910  0.149
H11 -4.4488 -13.9265 -14.4394  0.132
H12 -2.5710 -13.9009 -13.0711  0.110
H13 3.1022 -11.6776 -14.7870  0.114
H14 3.7063 -11.0477 -17.0402  0.151
H15 1.8492 -11.1189 -18.9028  0.185
Cl1 2.0646 -8.7616 -7.2799  0.823
C24 1.5323 -9.2972 -8.8290  -0.634
C25 2.2365 -10.3884 -9.3475  -0.681
Cl2 3.5143 -11.2398 -8.5988  0.810
C26 1.9042 -10.8038 -10.6288  -0.493
Cl3 2.5598 -12.2872 -11.3833  0.839
C27 0.8038 -10.2669 -11.2951  -0.348
O1 0.4129 -10.9301 -12.4609  -0.281
C28 0.1604 -9.1317 -10.7882  -0.653
Cl4 -1.1892 -8.5663 -11.5811  0.868
C29 0.5958 -8.6019 -9.5930  -0.669
Cl5 -0.0080 -7.1322 -8.9829  0.847

HOMO level, eV: -19.15
Charge: +4
Multiplicity: 1
HOMO-LUMO gap, eV: 4.51

[3]
Here is the molecule C23H20N4 from the Open Molecules 2025 dataset. Energies are from ωB97M-V/def2-TZVPD.

Each line ends with the Löwdin charge.
Element x y z (Å)
C1 1.8935 -0.9364 1.1530  -0.048
N1 0.5131 -1.5088 1.2271  -0.127
C2 0.2634 -3.0209 1.1755  -0.034
C3 1.2335 -3.7457 2.1526  -0.214
C4 2.2891 -4.6000 1.9034  -0.116
N2 3.0939 -4.8761 3.0259  0.047
C5 2.6142 -4.1328 3.9453  -0.175
N3 1.4936 -3.3931 3.4501  -0.099
C6 0.9433 -2.2316 4.1713  -0.023
C7 -0.5060 -0.5681 0.9396  -0.227
C8 -1.7324 -0.6674 1.6334  -0.025
C9 -2.7203 0.2042 1.3651  -0.042
C10 -2.4499 1.2576 0.5128  -0.179
C11 -3.3792 2.3216 0.5410  -0.212
N4 -4.1165 3.1966 0.5942  0.169
C12 -1.1864 1.3538 -0.1238  -0.111
C13 -0.9275 2.4183 -1.1968  -0.081
C14 -1.1319 3.7924 -0.9378  -0.027
C15 -0.8440 4.7882 -1.8293  -0.083
C16 -0.5472 4.4366 -3.0869  -0.063
C17 -0.3753 3.1551 -3.5317  -0.178
C18 -0.0165 2.8056 -4.8666  0.001
C19 0.0799 1.4487 -5.3137  -0.083
C20 -0.2066 0.5030 -4.4052  -0.147
C21 -0.3611 0.7552 -3.0914  -0.009
C22 -0.5231 2.1182 -2.5352  -0.057
C23 -0.2474 0.4238 0.0705  -0.023
H1 2.3981 -1.1346 2.1400  0.086
H2 1.9425 0.1588 1.0412  0.081
H3 2.4237 -1.1811 0.2450  0.081
H4 -0.7605 -3.2399 1.4168  0.101
H5 0.5580 -3.3649 0.1679  0.123
H6 2.6933 -5.0076 0.9612  0.105
H7 2.9793 -4.1503 4.9914  0.132
H8 -0.0632 -2.0079 3.7092  0.096
H9 0.8150 -2.4353 5.1948  0.059
H10 1.6975 -1.3892 4.1713  0.100
H11 -1.9623 -1.5195 2.2656  0.107
H12 -3.7157 0.0789 1.9426  0.162
H13 -1.4258 4.0986 0.1079  0.133
H14 -0.8452 5.7706 -1.5183  0.091
H15 -0.3272 5.2847 -3.7878  0.137
H16 0.0497 3.5939 -5.6214  0.107
H17 0.1358 1.2001 -6.3983  0.119
H18 -0.0276 -0.4905 -4.7650  0.106
H19 -0.3784 -0.1548 -2.6099  0.077
H20 0.6670 0.5919 -0.5969  0.161

HOMO level, eV: -8.17
Energy above the lowest of the compared OMol25 structures with the same formula, charge and spin, kcal/mol: 20.0
Charge: 0
Multiplicity: 1
HOMO-LUMO gap, eV: 8.21

[4]
Here is a structure of composition C34H53BiN3O6 from the Open Molecules 2025 dataset. Energies are from ωB97M-V/def2-TZVPD.

Each line ends with the Löwdin charge.
Element x y z (Å)
Bi1 0.0818 -0.2269 -0.0436  2.103
C1 -2.0568 0.9593 1.4594  -0.080
C2 -1.0220 0.7799 2.4215  -0.167
C3 -0.6827 -0.6098 2.4260  -0.218
C4 -1.4869 -1.2271 1.3843  -0.239
C5 -2.4120 -0.2472 0.8651  -0.300
C6 -3.7159 -0.5494 0.1564  -0.544
C7 -4.1988 0.6557 -0.6652  -0.034
C8 -3.6215 -1.8062 -0.7133  -0.031
C9 -4.7426 -0.8178 1.2761  -0.028
C10 0.0910 -1.4946 3.4196  -0.515
C11 -0.0562 -2.9815 3.0551  -0.056
C12 1.6030 -1.2156 3.4607  -0.029
C13 -0.5512 -1.3250 4.8070  -0.027
C14 -0.6049 2.0072 3.2511  -0.514
C15 -0.4694 3.2280 2.3124  -0.043
C16 0.7071 1.9037 4.0324  -0.049
C17 -1.7377 2.2889 4.2611  -0.028
H1 -2.5313 1.9061 1.2334  0.125
H2 -1.6249 -2.2944 1.2833  0.113
H3 -3.4027 1.0660 -1.2885  0.065
H4 -4.5560 1.4565 -0.0113  0.087
H5 -5.0298 0.3617 -1.3117  0.093
H6 -2.8686 -1.7048 -1.4953  0.056
H7 -4.5829 -1.9896 -1.1968  0.096
H8 -3.3844 -2.6884 -0.1132  0.088
H9 -4.8391 0.0538 1.9300  0.091
H10 -4.4399 -1.6729 1.8876  0.093
H11 -5.7209 -1.0355 0.8382  0.095
H12 0.3704 -3.1997 2.0733  0.077
H13 -1.0979 -3.3112 3.0872  0.090
H14 0.4916 -3.5725 3.7909  0.095
H15 2.0385 -1.4198 2.4823  0.060
H16 2.0751 -1.8792 4.1899  0.098
H17 1.8386 -0.1921 3.7387  0.052
H18 -1.6256 -1.5286 4.7574  0.099
H19 -0.4183 -0.3264 5.2168  0.055
H20 -0.1023 -2.0371 5.5034  0.094
H21 0.1207 2.9904 1.4206  0.073
H22 0.0239 4.0455 2.8443  0.091
H23 -1.4406 3.6015 1.9808  0.081
H24 1.5596 1.7272 3.3762  0.061
H25 0.6898 1.1289 4.7938  0.064
H26 0.8759 2.8530 4.5449  0.096
H27 -2.6982 2.4049 3.7525  0.086
H28 -1.5261 3.2111 4.8117  0.095
H29 -1.8348 1.4730 4.9825  0.082
C18 4.5591 -1.0419 1.1083  -0.082
O1 3.6142 -0.0089 0.8539  -0.237
C19 4.1484 1.2564 1.1401  -0.218
C20 3.1087 2.3137 0.8380  -0.181
O2 2.4596 2.1605 -0.4104  -0.181
C21 3.2809 2.3757 -1.5462  -0.172
C22 3.7757 1.1014 -2.1780  -0.182
O3 2.6625 0.4505 -2.7833  -0.218
C23 3.0285 -0.8023 -3.3464  -0.074
H30 4.8668 -1.0403 2.1589  0.096
H31 5.4504 -0.9090 0.4862  0.094
H32 4.0864 -1.9888 0.8669  0.083
H33 5.0658 1.4279 0.5599  0.128
H34 4.4194 1.3301 2.2006  0.136
H35 3.5937 3.2941 0.8894  0.136
H36 2.3181 2.2855 1.5852  0.092
H37 4.1307 3.0218 -1.3023  0.136
H38 2.6617 2.8973 -2.2716  0.119
H39 4.2179 0.4391 -1.4304  0.115
H40 4.5312 1.3429 -2.9344  0.138
H41 3.8234 -0.6790 -4.0871  0.099
H42 2.1495 -1.2154 -3.8388  0.082
H43 3.3756 -1.4960 -2.5753  0.095
O4 2.3494 -3.7644 -0.8463  0.101
C24 1.5221 -2.8796 -0.8366  -0.588
O5 1.3604 -2.0046 0.1132  -0.249
C25 0.5987 -2.7277 -2.0301  -0.198
C26 0.6093 -3.7267 -3.0146  0.024
C27 -0.1922 -3.5791 -4.1040  0.031
C28 -0.9979 -2.4278 -4.2311  -0.141
C29 -1.8450 -2.2206 -5.3456  -0.015
C30 -2.6233 -1.1043 -5.4243  -0.053
C31 -2.5887 -0.1473 -4.3892  -0.043
C32 -1.7772 -0.3167 -3.3054  -0.054
C33 -0.9585 -1.4576 -3.1995  -0.210
N1 -0.1534 -1.6450 -2.0944  0.048
H44 1.2605 -4.5778 -2.8667  0.131
H45 -0.2266 -4.3363 -4.8797  0.131
H46 -1.8625 -2.9697 -6.1294  0.123
H47 -3.2707 -0.9511 -6.2783  0.114
H48 -3.2162 0.7345 -4.4562  0.118
H49 -1.7363 0.4238 -2.5206  0.065
N2 0.2869 2.2818 -3.6398  0.189
C34 -0.4617 2.7837 -2.6243  -0.655
N3 -1.0835 3.9706 -2.8631  0.175
O6 -0.6206 2.1886 -1.5497  -0.109
H50 0.4677 2.8168 -4.4700  0.111
H51 0.8668 1.4711 -3.4659  0.084
H52 -0.9256 4.5113 -3.6923  0.103
H53 -1.5935 4.3900 -2.1081  0.110

HOMO level, eV: -11.08
Energy above the lowest of the compared OMol25 structures with the same formula, charge and spin, kcal/mol: 8.3
Charge: +1
Multiplicity: 1
HOMO-LUMO gap, eV: 7.94

no.,E_tot (a.u.)
1,-5291.31978
2,-6330.57573
3,-1107.36533
4,-2157.53410